## i
The following is a quantum chemistry calculation of a single C5H9N3O2S molecule, from the OMol25 dataset.

## Properties
HOMO-LUMO gap = 0.3339 Eh
E_HOMO = -0.327 Eh

Geometry as ORCA input:
```
! wB97M-V def2-TZVPD RIJCOSX def2/J DEFGRID3
* xyz 0 1
C 2.1350 -0.8184 -0.1244
C 0.7402 0.5686 0.6048
C 3.4006 -1.5874 -0.3543
C -0.0596 1.8206 0.8302
C -3.1614 0.6230 -0.9418
N 1.9997 0.4985 0.1270
N 1.0133 -1.5555 0.0214
N 0.1292 -0.6539 0.4118
O -2.3765 -0.7669 1.4107
O -2.2237 -0.4894 -1.0486
S -1.7662 -1.2558 0.2127
H 2.9897 -2.5889 -0.5479
H 4.0823 -1.2218 -1.1094
H 3.9943 -1.6343 0.5742
H -0.9764 1.3644 1.1560
H 0.4406 2.3671 1.5768
H -0.3208 2.5432 0.0439
H -2.7948 1.4932 -1.5441
H -3.1743 1.0067 0.0973
H -4.0713 0.2870 -1.3962
*
```

These are the natural (NBO) partial charges, in e, on atoms 1 to 5: atom 1 (C): 0.303, atom 2 (C): 0.332, atom 3 (C): -0.651, atom 4 (C): -0.658, atom 5 (C): -0.284


## ii
The following is a quantum chemistry calculation of a single C5H9N3O2S molecule, from the OMol25 dataset.

## Properties
HOMO-LUMO gap (spin up / spin down) = 0.2898 / 0.2838 Eh
E_HOMO (spin up / spin down) = -0.316 / -0.309 Eh

Geometry as ORCA input:
```
! wB97M-V def2-TZVPD RIJCOSX def2/J DEFGRID3
* xyz 0 1
C 1.7867 0.5834 -0.8899
C 1.3348 0.6783 1.4440
C 1.6002 1.5196 0.2266
C -0.3118 -0.7426 0.4983
C -0.6408 -2.2498 0.4360
N 0.9496 -0.2767 -1.3417
N 0.5088 -0.2961 1.4589
N -1.9114 0.2460 -1.5685
O -2.8392 0.0155 0.7150
O -1.2087 1.7931 0.1817
S -1.6359 0.4435 0.0036
H 2.5438 0.9735 -1.6768
H 1.8559 0.9702 2.2953
H 2.5089 2.1993 0.4137
H 0.8170 2.1739 0.0049
H -1.6773 -2.1177 0.0632
H -0.3410 -2.5487 1.5521
H 0.0406 -2.8437 -0.1238
H -1.0152 0.0634 -1.9171
H -2.3649 -0.5842 -1.7755
*
```

These are the natural (NBO) partial charges, in e, on atoms 1 to 5: atom 1 (C): 0.050, atom 2 (C): 0.227, atom 3 (C): -0.575, atom 4 (C): 0.104, atom 5 (C): -0.678


Tell me which of them is the most stable. Sure, it is i.


## i
The following is a quantum chemistry calculation of a molecular structure, C4H4N2O2S, from the OMol25 dataset.

## Properties
HOMO-LUMO gap = 0.3267 Eh
E_HOMO = -0.317 Eh

Geometry as ORCA input:
```
! wB97M-V def2-TZVPD RIJCOSX def2/J DEFGRID3
* xyz 0 1
C 0.1518 -0.8253 0.0038
C 1.2219 -1.6705 -0.0971
C 0.5959 0.5183 -0.2388
C -0.2225 1.7684 -0.2136
H -1.7590 -0.4723 0.6113
H -1.2807 -2.1027 0.7237
H 1.2098 -2.7399 0.0327
H -1.8993 2.4393 0.2471
N -1.1663 -1.2079 0.2477
N 1.8757 0.6681 -0.5281
O -1.4846 1.5439 0.2652
O 0.1387 2.8557 -0.5645
S 2.6186 -0.7751 -0.4894
*
```

These are the natural (NBO) partial charges, in e, on atoms 1 to 5: atom 1 (C): 0.121, atom 2 (C): -0.509, atom 3 (C): -0.020, atom 4 (C): 0.764, atom 5 (H): 0.408


## ii
The following is a quantum chemistry calculation of 2 unconnected molecules or ions with the total composition C4H4N2O2S, from the OMol25 dataset.

## Properties
HOMO-LUMO gap = 0.2305 Eh
E_HOMO = -0.298 Eh

Geometry as ORCA input:
```
! wB97M-V def2-TZVPD RIJCOSX def2/J DEFGRID3
* xyz 0 1
C 0.2565 0.7432 -3.3810
C -0.1156 -0.2645 0.2913
C -0.9624 0.9079 -2.8620
C 0.7580 -0.7611 2.7797
N 1.3398 0.5797 -3.7490
N -0.8267 0.3704 -0.5923
O -2.1047 1.0399 -2.6912
O -2.0256 0.5940 -0.5547
S -0.7894 -0.4275 1.9496
H 0.9560 -0.2142 0.2301
H 1.3250 -1.5719 2.3155
H 0.8056 -1.0055 3.8712
H 1.3834 0.0096 2.3928
*
```

These are the natural (NBO) partial charges, in e, on atoms 1 to 5: atom 1 (C): 0.063, atom 2 (C): -0.221, atom 3 (C): 0.596, atom 4 (C): -0.780, atom 5 (N): -0.135


Tell me which of them is the most stable. Sure, it is i.


## i
The following is a quantum chemistry calculation of 2 unconnected molecules or ions with the total composition C4H12NOS, from the OMol25 dataset.

## Properties
HOMO-LUMO gap = 0.2376 Eh
E_HOMO = -0.100 Eh

Geometry as ORCA input:
```
! wB97M-V def2-TZVPD RIJCOSX def2/J DEFGRID3
* xyz -1 1
C 2.6219 -2.1716 0.1419
C 1.4253 -1.3363 -0.1583
S 0.6100 -0.9450 1.4600
H 2.3397 -3.0803 0.6801
H 3.2408 -1.5155 0.7747
H 3.0893 -2.3630 -0.8348
H 0.6597 -1.9194 -0.7233
H 1.6671 -0.3987 -0.7408
C -2.0228 0.7845 0.0178
O -2.7709 0.4105 -1.2711
C -1.0368 1.8156 -0.3933
N -0.0336 2.1066 0.6231
H -2.7588 1.1894 0.7165
H -1.4911 -0.1307 0.4069
H -3.3497 -0.2871 -1.0683
H -0.5443 1.3900 -1.3281
H -1.5892 2.7463 -0.7416
H -0.4549 2.4989 1.4532
H 0.3987 1.2059 0.9856
*
```

These are the natural (NBO) partial charges, in e, on atoms 1 to 5: atom 1 (C): -0.626, atom 2 (C): -0.503, atom 3 (S): -0.705, atom 4 (H): 0.205, atom 5 (H): 0.206


## ii
The following is a quantum chemistry calculation of 2 unconnected molecules or ions with the total composition C4H12NOS, from the OMol25 dataset.

## Properties
HOMO-LUMO gap = 0.2276 Eh
E_HOMO = -0.096 Eh

Geometry as ORCA input:
```
! wB97M-V def2-TZVPD RIJCOSX def2/J DEFGRID3
* xyz -1 1
C 2.4351 0.0187 -1.1792
N 0.9995 -0.1201 -1.3390
C 0.3057 -0.8437 -0.2920
C -1.1806 -0.5119 -0.2431
S -1.7193 0.2556 1.3288
C 0.5578 -2.3931 -0.4344
H 3.0069 -0.9073 -1.3335
H 2.6180 0.4316 -0.1889
H 2.8024 0.7444 -1.9101
H 0.7493 -0.4445 -2.2501
H 0.6999 -0.5712 0.6888
H -1.8548 -1.3439 -0.4835
H -1.3735 0.1650 -1.0900
H 1.6070 -2.5963 -0.2010
H -0.1766 -2.9951 0.0838
H 0.5504 -2.5820 -1.5180
H -0.4811 2.1364 0.7548
H 0.7726 2.8011 0.9868
O -0.1522 3.0408 0.9113
*
```

These are the natural (NBO) partial charges, in e, on atoms 1 to 5: atom 1 (C): -0.403, atom 2 (N): -0.631, atom 3 (C): -0.079, atom 4 (C): -0.532, atom 5 (S): -0.690


Tell me which of them is the most stable. Sure, it is ii.


## i
The following is a quantum chemistry calculation of 2 unconnected molecules or ions with the total composition C4H12NOS, from the OMol25 dataset.

## Properties
HOMO-LUMO gap = 0.2422 Eh
E_HOMO = -0.102 Eh

Geometry as ORCA input:
```
! wB97M-V def2-TZVPD RIJCOSX def2/J DEFGRID3
* xyz -1 1
C -1.2214 -1.1016 1.1647
O -1.5282 -2.5199 1.1980
C -2.4034 -0.2944 0.6506
N -2.0249 1.1174 0.6503
H -0.9153 -0.8386 2.2025
H -0.4136 -0.9174 0.4492
H -0.8491 -3.0234 0.7400
H -2.5903 -0.6284 -0.3901
H -3.3762 -0.4382 1.1771
H -2.7333 1.7694 0.4319
H -1.1506 1.2314 0.0762
C 2.9318 1.2802 -1.1468
C 2.0109 0.0894 -0.8589
S 0.3829 0.4396 -1.4987
H 2.5135 2.2555 -0.7595
H 2.9901 1.4096 -2.2264
H 3.9425 1.1291 -0.7549
H 2.0070 -0.1226 0.2384
H 2.4276 -0.8371 -1.3436
*
```

These are the natural (NBO) partial charges, in e, on atoms 1 to 5: atom 1 (C): -0.098, atom 2 (O): -0.762, atom 3 (C): -0.228, atom 4 (N): -0.911, atom 5 (H): 0.147


## ii
The following is a quantum chemistry calculation of 2 unconnected molecules or ions with the total composition C4H12NOS, from the OMol25 dataset.

## Properties
HOMO-LUMO gap = 0.2082 Eh
E_HOMO = -0.087 Eh

Geometry as ORCA input:
```
! wB97M-V def2-TZVPD RIJCOSX def2/J DEFGRID3
* xyz -1 1
C -1.1058 1.0513 -0.2882
C -1.8715 1.0193 -1.6036
S -1.1071 2.1011 -2.9137
C -0.4156 -0.2744 0.0856
N 0.8426 -0.1372 0.7958
C 2.0067 0.1545 -0.0116
H -0.3094 1.8002 -0.3189
H -1.7248 1.3429 0.5689
H -2.9025 1.3457 -1.4930
H -1.8809 0.0226 -2.0265
H -1.1060 -0.8474 0.7202
H -0.2734 -0.8952 -0.8026
H 0.7711 0.5124 1.5663
H 2.9081 -0.2626 0.4420
H 2.1939 1.2180 -0.1261
H 1.9272 -0.2985 -1.0041
H 0.2263 -2.9666 2.6587
H 0.7552 -2.1390 1.5210
O 1.0659 -2.7473 2.2297
*
```

These are the natural (NBO) partial charges, in e, on atoms 1 to 5: atom 1 (C): -0.442, atom 2 (C): -0.522, atom 3 (S): -0.747, atom 4 (C): -0.210, atom 5 (N): -0.663


Tell me which of them is the most stable. Sure, it is i.